137
Properties=species:S:1:pos:R:3:lowdin_charge:R:1 method="wB97M-V/def2-TZVPD" charge=+1 homo_energy_ev=-10.5 orbital_gap_ev=7.1 max_force_ev_per_a=1.57
C 1.869 -2.241 4.571 -0.1044
O 2.645 -1.062 4.486 -0.1766
C 3.619 -1.092 3.449 -0.2313
C 3.399 0.013 2.431 -0.1118
C 1.947 0.038 1.883 -0.0872
N 1.874 -0.068 0.408 0.0901
C 1.602 1.014 -0.335 -0.1806
C 1.379 2.387 0.222 -0.0906
C -0.075 2.821 -0.055 -0.2379
C -0.977 2.750 1.188 -0.4337
S -2.672 2.316 0.692 0.8859
C -2.501 0.546 0.344 -1.0126
S -1.904 -0.003 -1.051 0.8086
N -2.900 -0.308 1.406 -0.2006
C -4.003 -1.208 1.001 -0.1540
C -4.257 -2.352 1.992 -0.1688
O -3.039 -2.979 2.353 -0.1224
C -2.276 -2.008 3.030 -0.1835
C -1.765 -1.017 2.000 -0.1800
C 1.511 0.886 -1.669 -0.0670
C 1.700 -0.317 -2.291 -0.5006
S 1.575 -0.399 -4.034 0.9367
C 1.971 -1.452 -1.526 -0.1577
C 2.119 -2.764 -2.271 -0.1356
C 1.604 -4.048 -1.583 -0.1460
C 0.232 -3.913 -0.881 -0.0725
C -0.838 -4.685 -1.634 -0.4555
F -0.905 -4.258 -2.913 0.1416
F -0.525 -6.000 -1.655 0.1384
C -2.204 -4.553 -0.924 -0.5512
F -2.083 -4.873 0.371 0.1682
F -2.626 -3.286 -1.005 0.1365
F -3.102 -5.381 -1.450 0.1924
C 2.075 -1.279 -0.181 -0.2105
N 2.399 -2.322 0.698 0.1757
H 1.583 -2.597 3.575 0.0636
H 2.389 -3.042 5.102 0.0976
H 0.945 -2.015 5.100 0.0901
H 4.594 -0.922 3.915 0.1285
H 3.660 -2.086 3.009 0.1053
H 4.081 -0.168 1.598 0.1225
H 3.647 0.982 2.856 0.1200
H 1.417 0.915 2.218 0.1044
H 1.433 -0.795 2.348 0.0952
H 2.017 3.063 -0.350 0.1357
H 1.667 2.529 1.258 0.1147
H -0.480 2.287 -0.909 0.0446
H -0.044 3.864 -0.370 0.1151
H -1.063 3.761 1.582 0.0770
H -0.600 2.113 1.987 0.0694
H -3.841 -1.672 0.020 0.0800
H -4.893 -0.588 0.879 0.1308
H -4.807 -1.958 2.851 0.1283
H -4.831 -3.104 1.458 0.1329
H -1.411 -2.441 3.530 0.1195
H -2.900 -1.478 3.755 0.1350
H -1.153 -0.292 2.555 0.1170
H -1.099 -1.486 1.261 0.0956
H 1.280 1.747 -2.278 0.1269
H 0.699 0.602 -4.246 -0.0939
H 3.182 -2.872 -2.511 0.1389
H 1.615 -2.710 -3.232 0.0691
H 1.477 -4.783 -2.376 0.1194
H 2.360 -4.484 -0.937 0.1024
H 0.322 -4.398 0.092 0.1279
H -0.081 -2.886 -0.686 0.1067
H 1.579 -2.783 1.072 0.1015
H 3.017 -2.989 0.262 0.1068
C -3.805 4.824 2.756 -0.1436
O -5.156 5.208 2.807 -0.1894
C -6.043 4.142 2.497 -0.1954
C -7.330 4.249 3.286 -0.1808
O -7.211 3.879 4.652 -0.1245
C -6.528 4.770 5.525 -0.1806
C -7.270 6.058 5.811 -0.2023
O -7.161 6.958 4.721 -0.2026
C -8.269 7.826 4.614 -0.1107
H -3.512 4.585 1.726 0.0330
H -3.206 5.660 3.115 0.0934
H -3.618 3.960 3.405 0.0878
H -5.573 3.174 2.703 0.1214
H -6.276 4.201 1.425 0.1291
H -8.033 3.529 2.859 0.1286
H -7.783 5.236 3.180 0.1213
H -5.514 4.967 5.173 0.1176
H -6.440 4.226 6.468 0.1275
H -6.826 6.539 6.693 0.1290
H -8.321 5.829 6.021 0.1280
H -9.206 7.261 4.553 0.0878
H -8.155 8.399 3.696 0.0884
H -8.309 8.518 5.463 0.0895
C -3.153 3.443 -5.073 -0.1068
O -2.484 4.676 -4.919 -0.1971
C -2.349 5.067 -3.564 -0.1970
C -1.049 5.810 -3.337 -0.1703
O 0.100 4.959 -3.326 -0.1436
C 0.506 4.414 -4.577 -0.1886
C 1.089 5.423 -5.544 -0.2036
O 0.065 6.187 -6.149 -0.1989
C 0.490 7.484 -6.518 -0.1029
H -4.202 3.526 -4.769 0.0921
H -3.110 3.172 -6.126 0.0912
H -2.660 2.654 -4.491 0.0796
H -2.376 4.193 -2.901 0.1188
H -3.194 5.723 -3.320 0.1327
H -1.088 6.251 -2.338 0.1263
H -0.928 6.633 -4.040 0.1217
H -0.302 3.844 -5.039 0.1169
H 1.301 3.702 -4.329 0.1150
H 1.629 4.889 -6.337 0.1304
H 1.794 6.071 -5.008 0.1286
H 0.909 8.018 -5.658 0.0883
H -0.382 8.030 -6.869 0.0914
H 1.231 7.439 -7.323 0.0908
C 6.012 -9.906 -0.138 -0.1078
O 6.541 -8.914 -0.993 -0.1990
C 5.605 -8.448 -1.949 -0.2015
C 5.823 -6.983 -2.256 -0.1782
O 5.376 -6.094 -1.235 -0.1454
C 6.143 -6.041 -0.036 -0.1840
C 7.505 -5.398 -0.189 -0.2091
O 8.419 -6.290 -0.796 -0.1973
C 9.429 -5.632 -1.531 -0.1058
H 5.797 -10.826 -0.692 0.0910
H 6.758 -10.118 0.625 0.0903
H 5.101 -9.552 0.358 0.0863
H 4.579 -8.594 -1.591 0.1252
H 5.743 -9.029 -2.870 0.1311
H 5.214 -6.738 -3.130 0.1258
H 6.860 -6.781 -2.528 0.1207
H 6.218 -7.026 0.426 0.1209
H 5.558 -5.414 0.644 0.1177
H 7.893 -5.140 0.806 0.1294
H 7.408 -4.480 -0.782 0.1240
H 8.993 -4.962 -2.281 0.0866
H 10.011 -6.392 -2.047 0.0916
H 10.091 -5.065 -0.867 0.0901

13
Properties=species:S:1:pos:R:3:lowdin_charge:R:1 method="wB97M-V/def2-TZVPD" homo_energy_ev="-8.4 / -8.4" orbital_gap_ev="7.2 / 7.2" relative_energy_kcal_mol=0.0 max_force_ev_per_a=2.45
C -1.698 -1.036 -0.401 -0.1460
C -0.912 -1.088 0.794 -0.2214
C -0.227 0.494 -1.228 0.0098
N -1.259 -0.161 -1.323 0.1228
N 0.200 -0.392 0.814 -0.3204
N 0.464 1.624 -1.615 -0.4270
O 0.295 1.863 -2.789 0.1102
O 1.104 2.226 -0.807 0.0720
P 1.367 0.383 1.806 0.7419
H -2.563 -1.780 -0.592 0.1296
H -1.251 -1.808 1.609 0.1335
H 2.494 0.246 0.897 -0.0990
H 1.985 -0.570 2.835 -0.1059

28
Properties=species:S:1:pos:R:3:lowdin_charge:R:1 method="wB97M-V/def2-TZVPD" charge=-2 homo_energy_ev=-0.9 orbital_gap_ev=3.0 relative_energy_kcal_mol=96.0 max_force_ev_per_a=5.33
Cu 1.496 1.278 1.920 0.6277
C -3.524 1.256 3.617 -0.4030
O -2.258 0.768 3.986 -0.4302
H -4.160 0.467 3.215 0.0208
H -3.980 1.803 4.442 0.0328
H -3.422 1.878 2.728 0.0361
C 5.810 1.779 6.247 -0.4726
O 4.637 2.106 5.569 -0.4560
H 6.414 2.611 6.613 0.0126
H 5.710 1.180 7.153 0.0140
H 6.494 1.247 5.586 0.0175
Cl 0.291 5.536 -0.905 0.6220
O -0.605 4.374 -1.100 -0.4408
O 0.529 5.656 0.510 -0.3897
O 1.527 5.280 -1.597 -0.3902
O -0.548 6.622 -1.381 -0.4027
C -2.638 -3.586 -3.865 -0.1047
C -1.368 -4.342 -4.277 -0.2725
C -0.094 -3.478 -4.110 -0.1918
C 0.133 -2.953 -2.751 -0.2354
N 0.455 -2.641 -1.730 0.1605
H -3.496 -4.231 -4.055 0.0687
H -2.712 -2.774 -4.589 0.0744
H -2.550 -3.216 -2.843 0.0768
H -1.494 -4.584 -5.332 0.1003
H -1.212 -5.252 -3.698 0.1031
H -0.178 -2.710 -4.879 0.1121
H 0.741 -4.077 -4.474 0.1101

12
Properties=species:S:1:pos:R:3:lowdin_charge:R:1 method="wB97M-V/def2-TZVPD" smiles="C#Cc1cc(=O)cno1" homo_energy_ev=-10.0 orbital_gap_ev=9.6 relative_energy_kcal_mol=73.6 max_force_ev_per_a=3.60
C 1.736 -0.445 -0.050 -0.4129
C 1.811 1.029 -0.045 -0.0527
C -0.607 -0.069 -0.024 -0.2078
C 0.399 -1.011 -0.126 0.0932
C -2.038 -0.216 0.067 -0.0480
C -3.216 -0.346 0.046 0.1539
H 2.833 1.438 0.008 0.1420
H 0.212 -2.042 -0.154 0.1138
H -4.309 -0.363 0.119 0.0622
N 0.852 1.816 0.083 0.0922
O 2.734 -1.102 0.131 0.0812
O -0.407 1.312 -0.056 -0.0171

107
Properties=species:S:1:pos:R:3:lowdin_charge:R:1 method="wB97M-V/def2-TZVPD" charge=+2 multiplicity=2 homo_energy_ev="-11.5 / -11.5" orbital_gap_ev="6.5 / 6.5" relative_energy_kcal_mol=0.0 max_force_ev_per_a=0.46
Ti -0.999 0.028 1.024 0.9260
C -5.437 -1.827 -4.784 -0.0494
C -5.494 -0.412 -4.232 -0.1656
N -4.324 -0.094 -3.393 -0.0077
C -4.444 -0.178 -2.067 0.0683
C -3.424 0.027 -1.172 -0.0113
C -3.791 -0.100 0.282 -0.5305
O -4.884 -0.475 0.606 0.1357
O -2.846 0.263 1.140 -0.1499
C -2.136 0.342 -1.660 -0.2529
O -1.116 0.533 -0.931 -0.1077
C -1.999 0.450 -3.104 -0.0317
C -0.750 0.751 -3.657 0.1064
C -0.610 0.824 -5.010 -0.1824
F 0.609 1.058 -5.533 0.0838
C -1.692 0.632 -5.885 -0.1451
C -2.923 0.329 -5.338 0.0724
C -3.093 0.219 -3.952 -0.1012
N -1.573 0.719 -7.297 -0.0948
C -1.562 -0.536 -8.029 -0.1320
C -2.008 -0.302 -9.460 -0.0791
N -1.120 0.739 -10.090 0.0649
C -1.091 2.013 -9.284 -0.0759
C -0.650 1.685 -7.870 -0.1461
H -6.319 -2.018 -5.393 0.0895
H -5.421 -2.553 -3.972 0.0913
H -4.551 -1.988 -5.399 0.0665
H -6.371 -0.287 -3.601 0.1297
H -5.569 0.338 -5.018 0.1205
H -5.422 -0.432 -1.677 0.1606
H 0.102 0.888 -3.005 0.1432
H -3.756 0.200 -6.013 0.1215
H -2.249 -1.243 -7.568 0.1381
H -0.563 -1.003 -8.024 0.1451
H -3.021 0.093 -9.496 0.1431
H -1.940 -1.207 -10.061 0.1431
H -1.430 0.934 -11.044 0.1881
H -0.168 0.370 -10.164 0.1864
H -2.101 2.420 -9.304 0.1441
H -0.404 2.700 -9.773 0.1436
H -0.663 2.605 -7.287 0.1501
H 0.388 1.325 -7.887 0.1331
C 5.500 -2.207 5.915 -0.4111
S 6.050 -0.595 5.322 0.8128
C 4.486 0.305 5.392 -0.5137
C 3.508 -0.093 4.295 -0.2707
C 2.195 0.662 4.431 -0.2338
N 1.219 0.368 3.363 -0.4358
P 1.407 0.884 1.760 0.9471
C 2.380 2.404 1.806 -0.3563
C 1.714 3.612 2.006 -0.0952
C 2.434 4.788 2.142 -0.0637
C 3.820 4.762 2.068 -0.0558
C 4.488 3.564 1.848 -0.0517
C 3.771 2.384 1.714 -0.0834
C 2.400 -0.327 0.852 -0.3752
C 2.598 -1.623 1.311 -0.0906
C 3.257 -2.547 0.511 -0.0493
C 3.709 -2.182 -0.746 -0.0583
C 3.498 -0.891 -1.217 -0.0679
C 2.838 0.033 -0.427 -0.1042
P -0.392 -0.153 3.650 0.9841
C -0.920 0.831 5.072 -0.3464
C -0.952 2.220 4.941 -0.0952
C -1.327 3.012 6.012 -0.0653
C -1.685 2.420 7.217 -0.0602
C -1.669 1.040 7.349 -0.0571
C -1.288 0.242 6.278 -0.0662
C -0.373 -1.862 4.226 -0.3828
C 0.684 -2.460 4.906 -0.0794
C 0.595 -3.790 5.287 -0.0594
C -0.552 -4.520 5.006 -0.0569
C -1.613 -3.925 4.338 -0.0536
C -1.520 -2.601 3.938 -0.1045
H 6.383 -2.841 5.964 0.0340
H 4.783 -2.669 5.238 0.0230
H 5.075 -2.122 6.915 0.0397
H 4.750 1.361 5.297 0.0772
H 4.044 0.175 6.383 0.0856
H 3.325 -1.169 4.325 0.0793
H 3.967 0.113 3.326 0.0883
H 2.388 1.740 4.443 0.1214
H 1.721 0.428 5.386 0.1170
H 0.631 3.635 2.048 0.0959
H 1.916 5.725 2.299 0.1123
H 4.383 5.680 2.174 0.1143
H 5.567 3.547 1.781 0.1152
H 4.292 1.453 1.532 0.1068
H 2.222 -1.916 2.283 0.0935
H 3.409 -3.555 0.873 0.1172
H 4.225 -2.905 -1.364 0.1112
H 3.856 -0.606 -2.198 0.1073
H 2.680 1.044 -0.791 0.1102
H -0.673 2.682 4.001 0.0902
H -1.345 4.088 5.909 0.1104
H -1.981 3.039 8.054 0.1130
H -1.952 0.581 8.287 0.1134
H -1.277 -0.835 6.383 0.1057
H 1.576 -1.896 5.146 0.0866
H 1.420 -4.256 5.810 0.1104
H -0.618 -5.557 5.307 0.1123
H -2.505 -4.494 4.113 0.1151
H -2.339 -2.145 3.390 0.1094
F -2.093 -2.632 0.473 0.0435
C -0.835 -2.085 0.502 -0.5659
F -0.342 -2.281 -0.765 0.0307
F -0.100 -2.908 1.294 0.0436